A molecular structure, C17H26AsN6OS6W, computed with ωB97M-V with the def2-TZVPD basis set.

- calculated total energy (hartree) = -5759.3551
- spin multiplicity = 3
- HOMO (alpha / beta) (eV) = -3.9 / -4.1
- ⟨S²⟩ = 2.01
- total charge = -1

The geometry in XYZ format:
```
58
Properties=species:S:1:pos:R:3:nbo_charge:R:1
W 0.254 0.216 0.875 0.44
C -1.041 -0.607 -2.229 -0.23
C -0.186 -0.339 -3.468 -0.21
N 0.935 0.522 -3.271 -0.67
C 2.270 0.145 -3.631 -0.20
C 2.737 -1.199 -3.051 -0.23
N 2.547 -1.264 -1.620 -0.66
C 1.867 -2.419 -1.087 -0.23
C 0.370 -2.401 -1.337 -0.25
N -0.389 -1.149 -0.994 -0.71
H -1.548 0.310 -1.953 0.22
H -1.813 -1.328 -2.524 0.18
H 0.166 -1.275 -3.908 0.18
H -0.903 0.067 -4.203 0.17
H 0.841 1.263 -2.601 0.40
H 2.415 0.118 -4.723 0.16
H 2.931 0.924 -3.244 0.21
H 2.180 -2.016 -3.520 0.17
H 3.786 -1.350 -3.342 0.17
H 3.358 -1.009 -1.080 0.39
H 2.230 -3.371 -1.515 0.16
H 2.057 -2.473 -0.018 0.24
H 0.182 -2.614 -2.390 0.18
H -0.079 -3.219 -0.771 0.25
H -1.198 -1.515 -0.473 0.48
S 1.778 1.675 -0.375 -0.06
C 1.545 3.293 0.258 -0.23
C 2.144 4.374 -0.392 -0.15
C 1.989 5.666 0.082 -0.26
C 1.238 5.893 1.231 -0.23
C 0.655 4.825 1.893 -0.24
C 0.800 3.518 1.420 -0.20
S 0.070 2.190 2.302 -0.05
H 2.730 4.186 -1.284 0.20
H 2.453 6.493 -0.442 0.20
H 1.114 6.899 1.614 0.20
H 0.081 4.990 2.798 0.21
S -1.830 -3.369 1.063 -0.79
As -0.356 -2.107 1.984 0.83
S -1.227 -0.332 2.848 -0.43
S 2.245 -0.510 1.606 -0.08
S 1.190 -3.105 3.013 -0.65
C -2.806 3.583 0.621 -0.40
N -3.384 2.242 0.661 -0.39
C -4.595 1.994 1.213 0.11
C -5.082 0.739 1.319 -0.37
C -4.262 -0.313 0.799 0.48
N -3.117 -0.053 0.190 -0.57
C -2.614 1.179 0.216 0.80
O -1.447 1.430 -0.165 -0.71
N -4.619 -1.600 0.894 -0.78
H -3.568 4.293 0.934 0.19
H -2.479 3.811 -0.391 0.22
H -1.943 3.632 1.281 0.25
H -5.132 2.859 1.577 0.21
H -6.033 0.548 1.790 0.22
H -5.365 -1.839 1.523 0.38
H -3.839 -2.272 0.808 0.45
```


A molecular structure, C17H26BBrCl2EuNbO6, computed with ωB97M-V with the def2-TZVPD basis set.

- calculated total energy (hartree) = -5399.8025
- spin multiplicity = 7
- HOMO (alpha / beta) (eV) = -13.8 / -13.8
- ⟨S²⟩ = 12.05
- total charge = +2

The geometry in XYZ format:
```
55
Properties=species:S:1:pos:R:3:nbo_charge:R:1
C 3.704 0.978 0.922 -0.14
C 2.339 0.609 0.838 -0.53
Nb 0.383 -0.576 0.580 1.51
C 0.249 0.321 -1.551 -0.67
C 1.632 0.171 -2.416 -0.45
C 1.366 1.011 -3.838 -0.51
C 2.153 2.474 -3.817 0.75
O 2.788 2.911 -4.919 -0.49
O 2.135 3.252 -2.534 -0.72
C -1.646 -1.605 0.102 -0.97
C -2.921 -0.918 0.858 0.77
O -3.332 -1.513 2.012 -0.54
O -3.715 0.233 0.409 -0.52
C -3.667 0.422 -1.048 0.79
C -3.284 1.942 -1.632 -0.74
O -3.946 -0.499 -1.980 -0.44
B 0.423 -1.401 2.719 0.94
C -0.382 -2.792 3.091 -1.11
O 1.183 -0.758 3.844 -0.91
C 1.385 -2.382 -0.343 -0.45
Cl 0.477 -3.184 -1.799 -0.05
C 2.644 -3.056 0.037 0.11
C 3.200 -4.386 -0.764 -0.70
Cl 3.620 -2.443 1.467 0.07
C -0.699 1.326 1.296 -0.65
Br 0.660 2.847 1.223 0.02
C -1.210 1.274 2.848 -0.50
C -2.095 2.675 3.080 -0.62
H 4.744 1.453 1.241 0.30
H -0.725 -0.042 -2.116 0.22
H 0.088 1.492 -1.384 0.17
H 1.899 -0.919 -2.750 0.26
H 2.578 0.667 -1.940 0.26
H 1.868 0.399 -4.718 0.29
H 0.209 1.115 -4.061 0.21
H 1.384 3.902 -2.675 0.46
H -1.784 -1.634 -1.060 0.29
H -1.553 -2.724 0.487 0.32
H -4.122 2.388 -2.321 0.30
H -3.218 2.673 -0.691 0.12
H -2.205 1.973 -2.120 0.21
H -0.363 -3.509 2.137 0.26
H -1.464 -2.581 3.489 0.31
H 0.167 -3.416 3.944 0.30
H 1.982 -0.299 3.450 0.52
H 2.344 -5.184 -0.954 0.27
H 3.967 -4.920 -0.025 0.26
H 3.809 -4.107 -1.725 0.27
H -1.520 1.633 0.508 0.14
H -1.946 0.404 3.111 0.27
H -0.304 1.376 3.618 0.27
H -2.323 3.215 2.059 0.14
H -1.564 3.349 3.878 0.25
H -3.142 2.358 3.555 0.24
Eu -2.249 4.003 -1.624 1.82
```


6 unconnected molecules or ions with the total composition C17H26ClN6O3S, computed with ωB97M-V with the def2-TZVPD basis set.

- calculated total energy (hartree) = -2076.0692
- spin multiplicity = 1
- HOMO (eV) = -5.2
- total charge = -1

The geometry in XYZ format:
```
54
Properties=species:S:1:pos:R:3:nbo_charge:R:1
C 4.350 2.015 1.349 -0.61
C 3.754 0.648 0.987 -0.54
S 3.118 -0.036 2.526 0.11
C 1.674 -1.079 2.066 -0.32
N 0.767 -0.576 1.079 -0.61
C 0.186 0.744 1.339 -0.18
C 0.298 1.635 0.095 -0.55
C 0.820 3.003 0.334 0.59
O 1.663 3.548 -0.300 -0.54
Cl 0.077 3.882 1.688 -0.09
C -1.310 0.554 1.744 0.77
O -1.497 0.413 2.966 -0.75
O -2.136 0.525 0.802 -0.82
H 5.139 2.310 0.664 0.22
H 3.574 2.776 1.413 0.21
H 4.786 1.939 2.347 0.21
H 4.554 0.039 0.566 0.22
H 2.978 0.743 0.229 0.20
H 2.047 -2.042 1.718 0.20
H 1.143 -1.261 3.000 0.23
H 1.143 -0.649 0.146 0.35
H 0.670 1.210 2.197 0.21
H -0.700 1.710 -0.351 0.30
H 0.961 1.223 -0.668 0.21
C -4.399 -0.933 -0.367 -0.74
C -4.783 -1.649 -1.575 0.34
N -5.085 -2.195 -2.541 -0.44
H -4.252 0.121 -0.585 0.28
H -5.177 -1.038 0.387 0.25
H -3.460 -1.314 0.030 0.30
C -6.124 -5.039 -0.746 -0.72
C -5.583 -6.041 0.162 0.29
N -5.157 -6.838 0.870 -0.34
H -5.538 -4.126 -0.698 0.27
H -6.101 -5.414 -1.766 0.25
H -7.154 -4.816 -0.472 0.25
C 3.215 3.404 5.078 -0.73
C 4.515 4.058 5.014 0.30
N 5.539 4.576 4.964 -0.36
H 2.474 4.001 4.549 0.26
H 3.268 2.420 4.616 0.27
H 2.910 3.294 6.117 0.25
C -4.684 -3.197 -5.588 -0.73
C -5.046 -3.876 -6.826 0.30
N -5.332 -4.412 -7.801 -0.36
H -4.527 -2.138 -5.778 0.25
H -5.473 -3.304 -4.849 0.28
H -3.768 -3.624 -5.185 0.26
C 5.000 2.763 -2.772 -0.73
C 5.835 1.885 -1.964 0.30
N 6.465 1.200 -1.291 -0.34
H 5.461 3.746 -2.844 0.25
H 4.883 2.347 -3.770 0.25
H 4.020 2.864 -2.306 0.27
```


2 unconnected molecules or ions with the total composition C17H26F3INO10PS, computed with ωB97M-V with the def2-TZVPD basis set.

- calculated total energy (hartree) = -2807.3541
- SMILES string = CC(=O)OC(=O)C[C@@H]1[C@@H]([PH2]=O)OS(=O)(=O)[C@@H](N)[C@]1(CC=O)CCCI.CCOC(=O)C(F)(F)F
- spin multiplicity = 1
- HOMO (eV) = -9.8

The geometry in XYZ format:
```
60
Properties=species:S:1:pos:R:3:nbo_charge:R:1
C 3.450 -4.119 -1.194 -0.76
C 2.926 -4.355 -2.579 0.79
O 3.617 -4.170 -3.558 -0.52
O 1.627 -4.820 -2.747 -0.53
C 0.703 -4.255 -1.875 0.83
O 0.280 -4.875 -0.935 -0.54
C 0.349 -2.844 -2.222 -0.58
C -0.298 -2.097 -1.044 -0.29
C -1.830 -2.160 -1.006 -0.24
P -2.613 -3.603 -1.824 1.52
O -2.540 -3.509 -3.300 -1.09
O -2.220 -2.244 0.390 -0.69
S -1.733 -0.959 1.227 2.35
O -0.979 -1.348 2.374 -0.91
O -2.909 -0.199 1.522 -0.93
C -0.764 0.102 0.102 -0.31
N -0.011 0.983 0.950 -0.84
C 0.133 -0.622 -0.983 0.11
C 1.604 -0.489 -0.615 -0.56
C 2.007 -1.178 0.675 0.43
O 3.188 -1.253 0.978 -0.53
C -0.195 0.098 -2.319 -0.44
C 0.892 0.115 -3.391 -0.44
C 0.415 1.054 -4.507 -0.50
I 1.543 0.772 -6.297 0.09
H 2.756 -4.352 -0.396 0.23
H 4.321 -4.744 -1.052 0.27
H 3.784 -3.096 -1.075 0.26
H 1.301 -2.360 -2.410 0.25
H -0.212 -2.774 -3.148 0.30
H 0.032 -2.629 -0.159 0.26
H -2.305 -1.289 -1.446 0.23
H -3.953 -3.535 -1.391 -0.07
H -2.091 -4.798 -1.312 -0.04
H -1.520 0.676 -0.430 0.22
H -0.538 1.295 1.746 0.40
H 0.396 1.745 0.439 0.38
H 2.240 -0.919 -1.380 0.24
H 1.900 0.550 -0.562 0.25
H 1.250 -1.641 1.325 0.15
H -0.416 1.143 -2.107 0.21
H -1.098 -0.307 -2.767 0.21
H 1.838 0.512 -3.045 0.21
H 1.038 -0.841 -3.872 0.22
H 0.433 2.086 -4.187 0.22
H -0.608 0.802 -4.754 0.21
C -1.439 4.885 6.632 -0.64
C -1.473 5.966 5.575 -0.08
O -0.670 5.603 4.433 -0.47
C -1.242 4.798 3.557 0.69
O -2.341 4.344 3.610 -0.53
C -0.276 4.546 2.389 0.90
F 0.959 4.284 2.811 -0.30
F -0.214 5.613 1.589 -0.31
F -0.682 3.507 1.653 -0.32
H -0.411 4.658 6.913 0.22
H -1.983 5.208 7.519 0.23
H -1.891 3.963 6.266 0.23
H -1.037 6.886 5.957 0.20
H -2.491 6.189 5.259 0.20
```


A molecular structure, C17H26F3N3O4S2, computed with ωB97M-V with the def2-TZVPD basis set.

- calculated total energy (hartree) = -2224.5324
- spin multiplicity = 1
- HOMO (eV) = -9.1

The geometry in XYZ format:
```
55
Properties=species:S:1:pos:R:3:nbo_charge:R:1
F -1.614 -0.498 -1.672 -0.31
C -2.244 -1.660 -1.844 0.96
F -2.131 -1.989 -3.156 -0.34
F -3.553 -1.463 -1.613 -0.32
C -1.671 -2.788 -0.990 -0.14
O -1.051 -2.239 0.138 -0.53
C -0.142 -3.125 0.783 -0.06
C -0.187 -2.878 2.274 -0.45
C 0.550 -1.655 2.775 0.03
C 1.177 -0.745 1.861 -0.24
C 1.834 0.350 2.294 0.14
N 2.450 1.269 1.381 -0.48
C 3.565 1.036 0.961 0.24
S 5.010 0.816 0.430 0.09
C 1.906 0.618 3.678 0.12
N 2.520 1.643 4.273 -0.63
S 2.297 1.434 5.842 0.99
N 1.444 0.088 5.862 -0.61
C 1.281 -0.284 4.585 0.09
C 0.602 -1.424 4.111 -0.21
H -2.507 -3.426 -0.691 0.20
H -0.975 -3.351 -1.615 0.19
H -0.433 -4.161 0.588 0.18
H 0.857 -2.973 0.367 0.18
H 0.183 -3.764 2.791 0.23
H -1.236 -2.770 2.557 0.24
H 1.123 -0.923 0.798 0.23
H 0.139 -2.099 4.818 0.23
C 3.012 5.431 2.803 -0.64
C 3.757 5.177 1.507 -0.06
O 5.053 4.628 1.732 -0.72
H 3.576 6.109 3.445 0.21
H 2.029 5.864 2.613 0.21
H 2.872 4.494 3.350 0.21
H 3.915 6.107 0.962 0.17
H 3.180 4.502 0.866 0.16
H 4.940 3.795 2.200 0.46
C 0.943 -2.466 -6.073 -0.63
C 0.012 -3.660 -6.171 -0.06
O -0.273 -4.226 -4.895 -0.72
H 1.878 -2.753 -5.591 0.21
H 1.168 -2.062 -7.061 0.21
H 0.489 -1.671 -5.475 0.20
H 0.470 -4.457 -6.754 0.18
H -0.922 -3.373 -6.665 0.16
H -0.695 -3.546 -4.362 0.46
C -4.903 1.234 -1.052 -0.63
C -5.113 2.735 -1.090 -0.06
O -4.858 3.349 0.171 -0.72
H -5.547 0.782 -0.297 0.21
H -5.124 0.781 -2.019 0.21
H -3.870 0.999 -0.793 0.20
H -6.147 2.975 -1.332 0.17
H -4.475 3.189 -1.856 0.15
H -3.944 3.169 0.408 0.46
```


A molecular structure, C17H26F6LiN8O2PS2, computed with ωB97M-V with the def2-TZVPD basis set.

- calculated total energy (hartree) = -2996.4863
- spin multiplicity = 2
- HOMO (alpha / beta) (eV) = -10.1 / -10.1
- ⟨S²⟩ = 0.76
- total charge = +1

The geometry in XYZ format:
```
63
Properties=species:S:1:pos:R:3:nbo_charge:R:1
Li -1.014 -0.788 -1.470 0.87
N 7.147 -1.973 0.867 -0.78
C 5.865 -1.521 0.775 0.21
C 5.596 -0.151 0.634 -0.29
C 4.300 0.301 0.524 -0.14
C 3.244 -0.600 0.565 -0.35
C 3.491 -1.960 0.717 -0.17
C 4.786 -2.418 0.816 -0.27
S 1.609 0.000 0.459 2.33
O 0.869 -0.505 1.599 -1.00
O 1.651 1.436 0.312 -0.96
N 0.845 -0.606 -0.853 -0.91
C 1.345 -0.393 -2.130 0.51
N 2.610 -0.065 -2.358 -0.47
C 2.944 0.109 -3.634 0.11
C 2.044 -0.054 -4.674 -0.32
C 0.747 -0.393 -4.326 0.11
N 0.386 -0.555 -3.059 -0.53
H 7.919 -1.335 0.865 0.40
H 7.344 -2.947 0.993 0.40
H 6.417 0.555 0.609 0.22
H 4.097 1.355 0.395 0.24
H 2.671 -2.665 0.764 0.23
H 4.975 -3.478 0.936 0.22
H 3.975 0.383 -3.826 0.21
H 2.337 0.082 -5.705 0.24
H -0.027 -0.531 -5.071 0.21
F -2.545 -1.102 -0.387 -0.63
P -3.670 -1.369 -1.626 2.60
F -2.824 -2.687 -2.020 -0.59
F -4.664 -1.581 -2.826 -0.55
F -2.632 -0.485 -2.561 -0.60
F -4.549 -2.208 -0.594 -0.58
F -4.396 0.001 -1.184 -0.59
N -1.955 -4.155 0.303 -0.75
C -0.985 -3.270 0.513 0.34
N -0.928 -2.584 1.638 -0.76
S 0.231 -3.108 -0.704 0.09
H -2.755 -4.197 0.915 0.41
H -2.092 -4.488 -0.638 0.44
H -1.731 -2.558 2.246 0.40
H -0.235 -1.831 1.716 0.46
C -2.707 3.636 0.301 -0.24
C -2.070 2.283 -0.104 -0.27
N -1.925 1.426 1.062 -0.39
C -3.227 1.132 1.641 -0.26
C -3.930 2.442 2.076 -0.25
N -2.979 3.569 1.780 -0.33
C -1.696 3.379 2.545 -0.25
C -1.060 2.056 2.050 -0.27
H -3.663 3.819 -0.186 0.23
H -2.053 4.491 0.135 0.23
H -1.084 2.447 -0.540 0.24
H -2.696 1.780 -0.840 0.25
H -3.086 0.480 2.503 0.21
H -3.833 0.606 0.908 0.26
H -4.153 2.485 3.141 0.22
H -4.841 2.641 1.514 0.23
H -3.406 4.445 2.072 0.44
H -1.961 3.366 3.601 0.22
H -1.076 4.252 2.348 0.23
H -0.906 1.368 2.880 0.23
H -0.089 2.241 1.597 0.26
```